Record 1
Molecular formula: C43H116NbO17
Method: DFT, the ωB97M-V functional and the def2-TZVPD basis

E_tot   -82820.4041 eV
ΔE to the lowest compared entry with this formula, charge and spin   21.4 kcal/mol
Frontier orbital gap   5.93 eV
Total charge   -1

Each line ends with the Löwdin charge.
Positions of all 177 atoms, in Å:
1 C -3.6120 1.0552 1.7393  -0.08
2 C -2.6395 0.5733 1.1704  -0.33
3 Nb -1.0735 -0.7506 0.2224  1.56
4 C -2.1188 -0.3730 -1.7486  -0.33
5 C -1.3906 0.6596 -2.6490  -0.31
6 C -2.1582 1.9501 -2.8263  -0.28
7 C -2.4234 2.6826 -1.4978  -0.11
8 C -2.4420 -2.6037 0.5397  -0.30
9 O -3.0942 -2.6105 1.8464  -0.29
10 C -2.3979 -3.3607 2.7964  -0.26
11 C -3.0088 -3.0504 4.1593  -0.20
12 O -2.0859 -2.5491 5.0960  -0.16
13 C -1.8251 -1.1673 4.8699  -0.26
14 C -2.7760 -0.2522 5.6480  -0.07
15 O 0.2982 -1.9928 -0.5634  -0.43
16 C 1.6886 -1.7184 -0.3874  -0.34
17 C 2.2039 -1.7923 1.0444  -0.24
18 C 3.5055 -2.5756 1.1724  -0.26
19 C 4.1187 -2.4270 2.5683  -0.10
20 H -4.4876 1.2916 2.2624  -0.02
21 H -0.5234 -1.0491 1.9561  -0.07
22 H 0.0156 0.7254 0.0732  -0.09
23 H -2.3254 -1.3000 -2.2738  0.03
24 H -3.0966 0.0462 -1.5236  0.02
25 H -0.3716 0.8596 -2.3388  0.06
26 H -1.3277 0.2208 -3.6459  0.08
27 H -3.1023 1.7847 -3.3322  0.10
28 H -1.5817 2.6381 -3.4385  0.07
29 H -2.4825 3.7531 -1.6494  0.05
30 H -3.3485 2.3325 -1.0747  0.04
31 H -1.6030 2.4629 -0.8267  0.04
32 H -3.2025 -2.6940 -0.2288  0.03
33 H -1.7695 -3.4644 0.5233  0.02
34 H -2.4911 -4.4228 2.5417  0.10
35 H -1.3402 -3.0935 2.7961  0.09
36 H -3.8031 -2.3208 4.0030  0.12
37 H -3.4594 -3.9546 4.5551  0.11
38 H -1.9211 -0.9450 3.8139  0.07
39 H -0.8117 -0.9853 5.1909  0.11
40 H -3.0631 0.5621 4.9916  0.06
41 H -3.6865 -0.7580 5.9305  0.07
42 H -2.2917 0.1943 6.5076  0.06
43 H 1.9479 -0.7703 -0.8434  0.09
44 H 2.2299 -2.4796 -0.9575  0.10
45 H 1.4749 -2.2442 1.6984  0.06
46 H 2.3582 -0.7784 1.4016  0.10
47 H 4.1957 -2.2766 0.3907  0.10
48 H 3.2556 -3.6206 1.0319  0.08
49 H 3.9980 -3.3229 3.1651  0.06
50 H 3.6066 -1.6295 3.0922  0.07
51 H 5.1774 -2.2139 2.5249  0.06
52 C -0.9345 2.5876 -7.6546  -0.09
53 C -1.5220 1.9899 -6.3930  -0.31
54 O -2.6396 2.7509 -5.9323  -0.09
55 H -0.6162 3.6183 -7.4841  0.08
56 H -0.0770 2.0056 -7.9949  0.06
57 H -1.6815 2.6036 -8.4474  0.06
58 H -0.7864 1.9831 -5.5909  0.11
59 H -1.8410 0.9595 -6.5751  0.09
60 H -3.2997 2.7520 -6.6316  0.06
61 C 7.6655 -4.4428 4.8330  -0.08
62 C 7.3788 -3.1313 5.5409  -0.32
63 O 5.9938 -3.0251 5.8622  -0.08
64 H 7.0731 -4.5189 3.9205  0.07
65 H 8.7231 -4.5308 4.5724  0.07
66 H 7.3914 -5.2902 5.4636  0.04
67 H 7.6303 -2.2881 4.9075  0.09
68 H 7.9686 -3.0533 6.4635  0.11
69 H 5.7660 -3.7669 6.4320  0.07
70 C -7.5431 2.1658 0.3067  -0.09
71 C -7.2320 1.4962 -1.0188  -0.32
72 O -5.8499 1.2119 -1.1231  -0.09
73 H -6.9960 3.1040 0.4090  0.07
74 H -8.6125 2.3700 0.4062  0.07
75 H -7.2249 1.5191 1.1276  0.06
76 H -7.5122 2.1414 -1.8524  0.10
77 H -7.7886 0.5541 -1.1111  0.10
78 H -5.6355 0.6250 -0.3856  0.06
79 C -8.0671 -2.2749 2.8424  -0.08
80 C -7.7014 -1.7435 1.4678  -0.32
81 O -6.4444 -1.0788 1.4889  -0.09
82 H -8.1055 -1.4593 3.5652  0.07
83 H -9.0375 -2.7760 2.8251  0.07
84 H -7.3149 -2.9853 3.1939  0.07
85 H -8.4448 -1.0225 1.1298  0.10
86 H -7.6581 -2.5594 0.7389  0.10
87 H -5.7709 -1.7078 1.7727  0.08
88 C 9.1426 2.1199 4.5214  -0.10
89 C 8.1490 0.9726 4.5145  -0.31
90 O 8.7115 -0.2096 5.0863  -0.10
91 H 10.0416 1.8457 3.9662  0.08
92 H 8.7119 3.0154 4.0725  0.08
93 H 9.4513 2.3610 5.5386  0.05
94 H 7.8569 0.7213 3.4964  0.11
95 H 7.2472 1.2437 5.0723  0.11
96 H 8.9609 -0.0057 5.9920  0.08
97 C 1.6316 5.5065 -2.4405  -0.10
98 C 0.7168 4.2944 -2.4973  -0.32
99 O 1.2656 3.1932 -1.7848  -0.09
100 H 2.6119 5.2618 -2.8558  0.07
101 H 1.2092 6.3432 -3.0022  0.08
102 H 1.7897 5.8260 -1.4092  0.06
103 H 0.5778 3.9666 -3.5273  0.11
104 H -0.2658 4.5366 -2.0796  0.10
105 H 1.3775 3.4575 -0.8670  0.08
106 C 0.9912 -5.2582 2.2444  -0.09
107 C 0.0586 -6.4504 2.1703  -0.31
108 O 0.5937 -7.5801 2.8690  -0.09
109 H 1.9656 -5.5113 1.8232  0.07
110 H 0.5838 -4.4052 1.6996  0.06
111 H 1.1553 -4.9587 3.2831  0.08
112 H -0.0883 -6.7589 1.1366  0.11
113 H -0.9175 -6.1991 2.5946  0.09
114 H 0.7143 -7.3172 3.7855  0.07
115 C 5.1395 8.6726 -1.4152  -0.10
116 C 3.6731 8.4694 -1.7530  -0.32
117 O 2.9560 7.9914 -0.6172  -0.09
118 H 5.5817 7.7366 -1.0735  0.08
119 H 5.6979 9.0295 -2.2825  0.07
120 H 5.2524 9.3998 -0.6070  0.07
121 H 3.5595 7.7287 -2.5420  0.10
122 H 3.2204 9.4071 -2.0938  0.11
123 H 3.0439 8.6500 0.0774  0.08
124 C -10.5035 -3.1168 -2.3735  -0.09
125 C -9.8443 -2.6489 -1.0889  -0.33
126 O -10.6140 -1.6314 -0.4504  -0.09
127 H -10.6306 -2.2796 -3.0602  0.08
128 H -9.9048 -3.8858 -2.8639  0.07
129 H -11.4967 -3.5266 -2.1716  0.07
130 H -8.8636 -2.2267 -1.2974  0.11
131 H -9.7156 -3.4868 -0.3949  0.11
132 H -11.4788 -2.0004 -0.2514  0.08
133 C -5.9007 5.4099 -4.4959  -0.09
134 C -5.3620 5.7678 -5.8701  -0.33
135 O -4.0394 6.2816 -5.7772  -0.09
136 H -5.8975 6.2875 -3.8487  0.07
137 H -6.9201 5.0236 -4.5598  0.07
138 H -5.2728 4.6531 -4.0208  0.07
139 H -5.9817 6.5343 -6.3350  0.11
140 H -5.3602 4.8880 -6.5247  0.10
141 H -3.4955 5.5937 -5.3761  0.07
142 C 0.7473 -1.7009 -9.6716  -0.09
143 C 1.2348 -0.8973 -8.4783  -0.31
144 O 0.1815 -0.6322 -7.5546  -0.09
145 H -0.0517 -1.1689 -10.1911  0.06
146 H 1.5576 -1.8860 -10.3782  0.07
147 H 0.3425 -2.6633 -9.3490  0.07
148 H 1.6204 0.0684 -8.8015  0.11
149 H 2.0377 -1.4315 -7.9604  0.11
150 H -0.1597 -1.4776 -7.2464  0.09
151 C 12.1461 4.8576 7.6630  -0.10
152 C 11.5693 5.0218 6.2684  -0.32
153 O 10.1920 4.6592 6.2264  -0.09
154 H 12.0350 3.8267 8.0002  0.07
155 H 13.2046 5.1220 7.6844  0.07
156 H 11.6161 5.4924 8.3771  0.07
157 H 12.0866 4.3738 5.5628  0.11
158 H 11.6796 6.0570 5.9278  0.11
159 H 9.7186 5.2323 6.8364  0.08
160 C 6.1332 -8.7660 8.3374  -0.10
161 C 6.0173 -7.9957 7.0347  -0.32
162 O 6.2598 -6.6039 7.2285  -0.10
163 H 5.4281 -8.3767 9.0721  0.07
164 H 5.9317 -9.8274 8.1848  0.07
165 H 7.1355 -8.6609 8.7603  0.07
166 H 5.0131 -8.0860 6.6255  0.11
167 H 6.7252 -8.3840 6.2949  0.11
168 H 7.1501 -6.5086 7.5796  0.08
169 C -4.2100 -0.0935 -8.5162  -0.08
170 C -3.6354 0.1948 -9.8921  -0.31
171 O -2.3091 0.7066 -9.8042  -0.10
172 H -4.2132 0.8105 -7.9065  0.06
173 H -5.2314 -0.4710 -8.5871  0.07
174 H -3.6025 -0.8340 -7.9912  0.08
175 H -4.2315 0.9480 -10.4056  0.11
176 H -3.6323 -0.7151 -10.5034  0.11
177 H -1.7653 0.0489 -9.3552  0.05

Atoms 1-3, force components in eV/Å:
C 1.2 -0.8 -0.7
C -0.1 0.0 0.4
Nb 0.8 -1.3 -2.7

---

Record 2
Molecular formula: C12H34ClN2O6
Method: DFT, the ωB97M-V functional and the def2-TZVPD basis

E_tot   -40767.6345 eV
ΔE to the lowest compared entry with this formula, charge and spin   362.5 kcal/mol
Frontier orbital gap   6.23 eV
Total charge   -1

Each line ends with the Löwdin charge.
Positions of all 55 atoms, in Å:
1 Cl 1.0057 -0.7534 -0.2166  0.88
2 C -1.5570 -2.6585 -0.5055  -0.06
3 C -1.1565 -2.3073 0.9693  -0.38
4 C 0.1697 -2.9454 1.3110  -0.25
5 O 0.3230 -4.3732 1.2114  -0.20
6 C -0.5187 -5.0869 2.1182  -0.12
7 N -1.1687 -0.9169 1.3413  -0.06
8 H -2.5179 -2.2270 -0.7861  0.07
9 H -1.7004 -3.7331 -0.6181  0.08
10 H -0.8388 -2.4423 -1.2965  0.08
11 H -1.9146 -2.6227 1.6861  0.12
12 H 0.6938 -2.5720 2.1908  0.12
13 H 0.8650 -2.5514 0.5698  0.02
14 H -0.1055 -4.9377 3.1157  0.08
15 H -0.5391 -6.1536 1.8950  0.07
16 H -1.5356 -4.7170 1.9870  0.07
17 H -0.6575 -0.7330 2.1927  -0.07
18 H -0.6534 -0.5162 0.5706  -0.06
19 C 3.0959 2.5086 -2.0952  -0.04
20 C 1.9741 1.4579 -1.6925  -0.46
21 C 0.6270 2.0859 -1.2858  -0.12
22 O 0.6577 2.5913 0.0798  -0.21
23 C -0.6099 3.0622 0.5188  -0.07
24 N 1.8303 0.4409 -2.6914  0.03
25 H 2.6976 3.3825 -2.6107  0.06
26 H 3.9076 2.0460 -2.6568  0.06
27 H 3.5528 2.8450 -1.1645  0.06
28 H 2.4574 0.9741 -0.8437  0.07
29 H -0.1771 1.3520 -1.2324  0.06
30 H 0.3110 2.7634 -2.0791  0.14
31 H -1.4826 2.4196 0.4024  0.10
32 H -0.9062 3.9657 -0.0141  0.10
33 H -0.4528 3.2563 1.5798  0.09
34 H 1.2105 0.9006 -3.3431  0.07
35 H 1.2033 -0.2039 -2.2317  -0.04
36 C 1.6712 1.7982 2.1840  -0.24
37 C 0.3551 1.0523 2.3149  -0.15
38 O 0.4872 -0.4074 2.2018  -0.18
39 O 2.2378 1.7405 0.9211  -0.12
40 H 2.4075 1.4451 2.9060  0.12
41 H 1.4174 2.8150 2.4837  0.10
42 H -0.2638 1.4510 1.5111  0.07
43 H -0.1440 1.3251 3.2447  0.13
44 H 0.7862 -0.5463 1.3002  -0.16
45 H 1.6384 2.0015 0.2182  -0.14
46 C -2.2682 0.9014 -1.8318  -0.25
47 C -1.5225 -0.2881 -1.3354  -0.25
48 O -0.2186 -0.4041 -1.9754  -0.31
49 O -3.4815 1.1706 -1.1470  -0.06
50 H -2.4526 0.9260 -2.9058  0.12
51 H -1.6682 1.8007 -1.6926  0.07
52 H -2.1413 -1.1779 -1.4515  0.07
53 H -1.3814 -0.1605 -0.2621  0.06
54 H 0.3662 -0.8965 -1.3948  -0.29
55 H -3.9149 1.8526 -1.6653  0.08

Atoms 1-3, force components in eV/Å:
Cl 8.3 -0.4 4.4
C -0.5 -2.2 1.1
C -1.4 -0.6 0.8